ORCA calculation (ωB97M-V/def2-TZVPD) on C11H20AsN3O7RhS3 as an isolated structure in a non-equilibrium geometry.

CARTESIAN COORDINATES (ANGSTROEM)
Rh -1.06 -0.29 -0.14
N -2.85 -1.20 0.44
N -2.94 -2.52 -0.06
C -2.22 -2.78 -1.16
N -2.11 -4.00 -1.60
S -1.58 -1.43 -2.04
H -2.75 -1.23 1.46
H -3.69 -0.70 0.18
H -3.21 -3.24 0.59
H -2.36 -4.80 -1.03
H -1.47 -4.18 -2.36
O 0.73 -4.25 -0.24
As 1.16 -2.64 0.38
O 1.96 -2.85 1.77
O -0.48 -2.02 0.48
C 2.15 -1.99 -1.15
C 2.77 -2.95 -1.93
C 3.59 -2.58 -2.98
C 3.80 -1.24 -3.27
C 3.20 -0.26 -2.49
C 2.39 -0.64 -1.43
S 1.61 0.62 -0.50
O 1.19 -0.01 0.76
O 2.47 1.75 -0.37
O 0.31 0.88 -1.24
H 1.12 -4.88 0.39
H 2.61 -4.00 -1.72
H 4.07 -3.34 -3.58
H 4.45 -0.95 -4.09
H 3.37 0.79 -2.69
C 1.07 4.14 1.89
C 0.19 2.90 1.97
S -1.00 2.87 0.63
O -1.71 1.48 0.76
C -2.23 4.03 1.22
C -2.92 3.64 2.53
H 1.73 4.16 2.75
H 0.49 5.07 1.89
H 1.69 4.11 0.99
H -0.37 2.81 2.91
H 0.77 1.99 1.83
H -2.93 4.10 0.39
H -1.70 4.98 1.29
H -3.06 2.56 2.59
H -3.90 4.11 2.57
H -2.36 3.97 3.40

* electronic energy: -4662.72340 Ha
* orbital gap (alpha / beta): 7.9 / 7.9 eV
* energy relative to the best compared isomer or geometry (same formula, charge and spin): 19.79 kcal/mol
* net charge: +1

Here are the Löwdin charges for atoms 1 to 2, given in e: 0.939 -0.041

---

ORCA calculation (ωB97M-V/def2-TZVPD) on C11H20BrFInO6S as an isolated structure.

CARTESIAN COORDINATES (ANGSTROEM)
C 1.14 0.50 0.36
C 0.84 0.74 -1.11
Br 0.39 -1.05 -1.93
C -0.25 1.74 -1.37
In 0.35 3.84 -1.08
S 2.36 4.34 -2.62
O 2.17 5.56 -3.37
O 3.59 4.20 -1.90
F 2.50 3.22 -3.80
H 1.80 1.28 0.75
H 0.22 0.48 0.94
H 1.65 -0.44 0.49
H 1.76 1.02 -1.64
H -1.08 1.56 -0.69
H -0.63 1.63 -2.39
H 0.91 4.19 0.53
H -0.92 4.93 -1.61
O 3.18 -1.52 2.25
C 3.24 -2.58 1.71
O 2.82 -3.73 2.32
C 3.08 -4.86 1.49
C 3.20 -4.31 0.07
C 3.76 -2.91 0.32
H 4.01 -5.33 1.83
H 2.27 -5.57 1.62
H 3.81 -4.93 -0.58
H 2.21 -4.23 -0.38
H 4.85 -2.90 0.37
H 3.42 -2.17 -0.39
O -2.39 1.40 1.71
C -3.41 0.95 1.29
O -3.61 -0.38 1.11
C -4.87 -0.62 0.48
C -5.72 0.61 0.80
C -4.66 1.71 0.86
H -4.70 -0.74 -0.59
H -5.28 -1.55 0.88
H -6.50 0.79 0.06
H -6.19 0.49 1.77
H -4.45 2.14 -0.12
H -4.87 2.51 1.56

* electronic energy: -4144.84144 Ha
* orbital gap: 8.0 eV
* net charge: -1

Here are the Löwdin charges for atoms 1 to 2, given in e: -0.156 -0.794

---

ORCA calculation (ωB97M-V/def2-TZVPD) on a 5-piece molecular cluster, C11H20Cl12NO overall.

CARTESIAN COORDINATES (ANGSTROEM)
C 4.44 -0.85 1.01
C 3.62 0.46 0.94
C 3.86 1.19 -0.38
C 2.13 0.25 1.27
C 1.17 -0.03 0.11
C -0.29 0.14 0.58
C 1.35 -1.40 -0.58
O 0.57 -2.45 -0.14
N 0.89 -2.78 1.29
H 5.17 -0.81 1.82
H 3.80 -1.71 1.17
H 5.01 -1.01 0.09
H 4.01 1.11 1.73
H 3.33 2.15 -0.41
H 4.93 1.38 -0.53
H 3.50 0.60 -1.22
H 2.02 -0.59 1.95
H 1.76 1.14 1.80
H 1.33 0.72 -0.68
H -0.91 -0.67 0.21
H -0.34 0.15 1.67
H -0.70 1.09 0.23
H 1.11 -1.27 -1.65
H 2.42 -1.68 -0.53
H 1.84 -3.17 1.18
C -1.64 1.74 -3.35
Cl -0.10 0.91 -3.17
Cl -2.80 1.16 -2.16
Cl -1.43 3.50 -3.23
H -2.03 1.53 -4.33
C -5.39 2.55 0.04
Cl -5.48 0.80 0.22
Cl -6.81 3.17 -0.81
Cl -5.18 3.33 1.60
H -4.52 2.77 -0.57
C 2.05 -4.16 -4.44
Cl 1.66 -3.60 -2.84
Cl 0.68 -3.94 -5.55
Cl 3.49 -3.36 -5.09
H 2.26 -5.22 -4.41
C -6.09 1.30 5.51
Cl -5.63 0.78 3.90
Cl -5.90 3.05 5.68
Cl -7.74 0.82 5.90
H -5.43 0.83 6.22

* electronic energy: -6083.30966 Ha
* orbital gap: 3.8 eV
* net charge: -1

Here are the Löwdin charges for atoms 1 to 2, given in e: -0.082 -0.409

---

ORCA calculation (ωB97M-V/def2-TZVPD) on C11H20Cl2O3Pd as an isolated structure in a non-equilibrium geometry.

CARTESIAN COORDINATES (ANGSTROEM)
C -0.77 0.85 -2.19
C -1.60 -0.28 -2.09
C -0.80 -1.41 -1.78
C -3.06 -0.32 -2.30
C 0.56 -1.00 -1.62
C 0.60 0.45 -1.92
C 1.77 1.13 -2.34
C -1.23 2.21 -2.51
C -1.30 -2.79 -1.61
C 1.75 -1.86 -1.73
Pd 0.64 -0.20 0.39
Cl -1.67 -0.66 1.17
Cl 0.38 2.16 0.94
O 2.67 -0.24 0.17
H -3.51 0.68 -2.19
H -3.58 -1.05 -1.64
H -3.25 -0.67 -3.32
H -2.00 -2.85 -0.76
H -0.49 -3.50 -1.41
H -1.84 -3.17 -2.49
H 1.47 -2.86 -1.39
H 2.49 -1.44 -1.00
H 2.18 -1.87 -2.74
H 2.68 0.66 -2.01
H 1.89 2.34 -1.65
H 1.78 1.29 -3.42
H -2.11 2.43 -1.90
H -1.51 2.31 -3.56
H -0.42 2.91 -2.30
H 2.80 -0.50 1.08
O 2.44 3.07 -0.99
H 2.12 2.92 -0.08
C 0.13 0.29 3.46
O 0.96 -0.24 2.48
H 0.77 0.21 4.34
H -0.81 -0.31 3.53
H -0.14 1.33 3.19

* electronic energy: -1704.94876 Ha
* orbital gap (alpha / beta): 5.2 / 5.7 eV
* net charge: -2
* spin multiplicity: 5

Here are the Löwdin charges for atoms 1 to 2, given in e: -0.220 -0.285

---

ORCA calculation (ωB97M-V/def2-TZVPD) on C11H20KNOPSi as an isolated structure in a non-equilibrium geometry.

CARTESIAN COORDINATES (ANGSTROEM)
C -3.04 0.33 3.28
C -1.95 -0.29 2.43
C -0.98 -1.08 2.99
C 0.00 -1.61 2.18
C 0.05 -1.39 0.83
C 1.16 -2.05 0.03
C 0.67 -2.88 -1.17
C 2.23 -1.00 -0.36
C -0.93 -0.59 0.26
O -0.87 -0.39 -1.10
C -1.13 0.95 -1.53
Si 0.33 1.57 -2.63
P 1.27 3.35 -1.60
N 1.23 4.62 -2.54
C -1.90 -0.09 1.08
H -3.14 1.39 3.03
H -3.97 -0.20 3.10
H -2.76 0.31 4.33
H -1.00 -1.29 4.05
H 0.76 -2.26 2.62
H 1.65 -2.76 0.70
H 0.13 -3.77 -0.83
H 1.55 -3.24 -1.72
H 0.04 -2.33 -1.85
H 2.65 -1.25 -1.37
H 1.73 -0.01 -0.38
H 3.08 -0.98 0.37
H -1.22 1.67 -0.71
H -2.03 0.93 -2.15
H 1.38 0.53 -2.79
H -0.13 2.00 -3.96
H 0.50 3.53 -0.42
H 2.58 2.98 -1.16
H 0.68 5.33 -2.05
H -2.67 0.54 0.62
K 4.06 -0.56 -1.58

* electronic energy: -1791.54737 Ha
* orbital gap: 7.1 eV
* net charge: +1

Here are the Löwdin charges for atoms 1 to 2, given in e: -0.030 -0.266

---

ORCA calculation (ωB97M-V/def2-TZVPD) on one molecule with the formula C11H20N2O5 in a non-equilibrium geometry.

CARTESIAN COORDINATES (ANGSTROEM)
C 1.16 -1.28 0.06
C -0.01 -0.62 -0.81
C 2.08 -0.01 0.44
C 2.93 -0.51 1.69
C 2.90 0.63 -0.64
C 3.43 1.96 -0.13
C -1.80 1.01 -0.68
C -2.08 2.18 0.31
C -3.01 0.23 -1.13
C -3.75 -0.59 0.11
C -2.85 -1.75 0.74
H 1.38 -3.12 -0.47
H 1.74 -2.08 -1.70
H 0.89 -1.64 1.04
H 1.45 0.78 0.83
H 4.05 -0.36 1.61
H 2.81 0.17 2.62
H 2.83 -1.50 1.91
H 3.70 -0.25 -0.85
H 2.36 0.87 -1.58
H 3.57 1.94 0.98
H 2.78 2.83 -0.32
H 4.34 2.22 -0.64
H -0.73 0.03 0.85
H -1.34 1.62 -1.49
H -2.69 -0.37 -1.91
H -3.71 0.92 -1.53
H -4.68 -1.05 -0.33
H -3.98 0.09 0.89
H -2.13 -3.40 0.67
H -3.26 2.99 -0.92
N 1.85 -2.28 -0.66
N -0.81 0.14 -0.10
O -0.09 -0.80 -2.00
O -1.51 2.29 1.35
O -2.27 -1.49 1.77
O -2.64 -2.88 0.04
O -2.90 3.11 -0.05

* SMILES string: CC[C@H](C)[C@H](N)C(=O)N[C@@H](CCC(=O)O)C(=O)O
* electronic energy: -916.85095 Ha
* orbital gap: 9.3 eV
* energy relative to the best compared isomer or geometry (same formula, charge and spin): 49.12 kcal/mol

Here are the Löwdin charges for atoms 1 to 2, given in e: -0.274 -0.464

---

ORCA calculation (ωB97M-V/def2-TZVPD) on one molecule with the formula C11H20N2O5 in a non-equilibrium geometry.

CARTESIAN COORDINATES (ANGSTROEM)
C -0.09 1.75 -0.57
C -0.69 0.43 -0.73
C 1.47 1.80 -0.83
C 2.09 3.30 -0.85
C 2.39 0.76 0.02
C 2.50 1.06 1.50
C -2.02 -1.24 0.24
C -3.16 -0.84 1.22
C -1.52 -2.71 0.43
C -0.63 -3.08 -0.72
C 0.82 -2.60 -0.67
H -1.37 2.18 1.23
H 0.13 2.85 1.20
H -0.64 2.40 -1.34
H 1.64 1.40 -1.85
H 1.99 3.69 0.07
H 3.12 3.24 -1.25
H 1.40 3.61 -1.59
H 3.30 0.86 -0.52
H 1.95 -0.30 -0.20
H 1.49 0.92 2.03
H 3.19 0.31 1.79
H 2.82 2.16 1.63
H -1.12 0.41 1.12
H -2.48 -1.34 -0.69
H -2.40 -3.29 0.31
H -0.93 -2.97 1.30
H -1.09 -2.84 -1.60
H -0.49 -4.21 -0.66
H 0.37 -1.68 -2.26
H -4.99 -1.46 1.48
N -0.47 2.10 0.79
N -1.05 -0.21 0.32
O -0.75 -0.03 -1.86
O -3.26 0.20 1.82
O 1.41 -2.90 0.30
O 1.17 -1.88 -1.81
O -4.09 -1.86 1.19

* SMILES string: CC[C@H](C)[C@H](N)C(=O)N[C@@H](CCC(=O)O)C(=O)O
* electronic energy: -916.83054 Ha
* orbital gap: 9.6 eV
* energy relative to the best compared isomer or geometry (same formula, charge and spin): 61.93 kcal/mol

Here are the Löwdin charges for atoms 1 to 2, given in e: -0.257 -0.518

---

ORCA calculation (ωB97M-V/def2-TZVPD) on an isolated ion of composition C11H20N2P and charge +1 in a non-equilibrium geometry.

CARTESIAN COORDINATES (ANGSTROEM)
C 1.85 -1.88 1.19
C 1.08 -0.79 1.36
C 3.02 -1.50 0.58
C 1.80 0.33 0.73
C 1.36 1.62 0.52
C -4.98 -0.47 -0.44
C 3.85 0.48 -1.92
C -3.95 -0.07 0.58
C -2.57 -0.78 0.42
C 4.04 0.50 -0.39
C -1.66 -0.15 -0.60
N 2.99 -0.18 0.35
N -1.36 1.18 -0.24
P -0.42 2.07 0.67
H 1.34 -2.81 1.56
H 0.15 -0.64 1.78
H 3.70 -2.30 0.31
H 1.68 2.10 -0.39
H -4.59 -1.42 -0.99
H -5.96 -0.90 -0.06
H -5.42 0.33 -1.14
H 4.67 0.92 -2.49
H 2.93 0.94 -2.40
H 4.08 -0.58 -2.26
H -3.83 0.97 0.60
H -4.19 -0.31 1.68
H -2.01 -0.92 1.42
H -2.71 -1.86 0.09
H 3.86 1.54 0.09
H 4.94 0.07 -0.06
H -1.91 -0.22 -1.69
H -0.67 -0.83 -0.67
H -0.75 2.31 1.91
H -0.36 3.23 -0.08

* SMILES string: CCCCN=[PH2]/C=C1\C=CC=[N+]1CC
* electronic energy: -881.56914 Ha
* orbital gap (alpha / beta): 5.9 / 5.9 eV
* energy relative to the best compared isomer or geometry (same formula, charge and spin): 61.52 kcal/mol
* net charge: +1

Here are the Löwdin charges for atoms 1 to 2, given in e: -0.030 0.035